1.
Below is 2 unconnected molecules or ions with the total composition C34H55O2Si2 at a distorted geometry, with properties calculated with wB97M-V/def2-TZVPD.

The HOMO energy is -0.3604 Ha. The total charge is +1. For the relative energy (zero: lowest compared OMol25 entry of this formula, charge and spin), the calculation gives 2.174 eV. The calculation puts the orbital gap at 0.162 hartree.

Cartesian coordinates (Å):
C -2.46055 2.48323 -2.98870
Si -2.39787 0.74116 -2.31020
C -4.20826 0.30110 -2.07141
C -1.61780 -0.49895 -3.46566
O -1.46012 0.55059 -0.93393
C -0.78620 1.23068 0.04184
C -0.74298 0.58966 1.27253
O -1.08270 -0.71551 1.40261
Si -2.53201 -1.40470 1.97689
C -3.58906 -1.85001 0.50483
C -1.99574 -2.93650 2.88110
C -3.36027 -0.14142 3.07170
C -0.38057 1.39339 2.45179
C -1.07311 2.74328 2.41668
C -0.54486 3.51266 1.19915
C -0.70728 2.72217 -0.10769
H -2.69817 2.41289 -4.06182
H -3.26685 3.05733 -2.50490
H -1.51545 3.02849 -2.87401
H -4.73730 0.51206 -3.01563
H -4.37520 -0.75245 -1.82450
H -4.68058 0.91572 -1.29293
H -2.18875 -0.56204 -4.40285
H -0.58358 -0.21198 -3.69274
H -1.59855 -1.49592 -3.00329
H -4.01548 -2.84986 0.65417
H -4.42079 -1.15360 0.37243
H -2.99973 -1.86471 -0.41659
H -2.87092 -3.51659 3.21222
H -1.39237 -3.58058 2.22650
H -1.39241 -2.69239 3.76457
H -4.26093 -0.57883 3.52728
H -2.71281 0.20339 3.88943
H -3.68239 0.74091 2.49794
H -0.51546 0.86544 3.40598
H 0.67938 1.59178 2.29732
H -2.15559 2.59634 2.34673
H -0.85346 3.30630 3.33631
H -1.05928 4.47571 1.11150
H 0.52276 3.73266 1.34680
H 0.10943 2.96228 -0.81823
H -1.62520 3.07343 -0.61483
C 7.71962 2.96574 -3.71655
C 7.20540 2.15714 -2.56037
C 6.00862 1.46230 -2.68559
C 5.50716 0.66222 -1.65069
C 4.34136 -0.21024 -2.02725
C 6.14295 0.68295 -0.39212
C 5.60328 -0.06042 0.81474
C 6.33204 -1.41348 0.96929
C 4.06278 -0.29367 0.95696
C 3.15939 0.88365 1.04788
C 3.00412 1.54120 2.29500
C 3.29306 2.95188 2.41202
C 4.11862 3.63350 1.35609
C 2.86513 3.62380 3.54317
C 2.26492 2.97316 4.62415
C 1.76951 3.77774 5.79326
C 2.17002 1.57478 4.59612
C 2.49778 0.84425 3.45599
C 2.16544 -0.62691 3.40910
C 7.41317 1.30910 -0.29323
C 8.29341 1.20645 0.92987
C 7.91912 2.02992 -1.37218
H 8.69403 3.40595 -3.48979
H 7.83456 2.35202 -4.61917
H 7.02450 3.77670 -3.97358
H 5.46380 1.51607 -3.63288
H 4.50130 -1.26635 -1.76172
H 3.38998 0.13763 -1.60181
H 4.20827 -0.17676 -3.12090
H 5.87791 0.55627 1.68970
H 7.41759 -1.30874 0.84677
H 6.13727 -1.85564 1.95794
H 5.99446 -2.11354 0.19000
H 3.69502 -0.99292 0.19730
H 3.98228 -0.81687 1.91689
H 2.91583 1.41064 0.12107
H 4.26136 4.69183 1.60561
H 5.11614 3.16654 1.26700
H 3.64038 3.60845 0.36554
H 3.03602 4.70257 3.62326
H 1.11268 3.19282 6.44456
H 2.59995 4.11382 6.42542
H 1.25664 4.68561 5.44385
H 1.79515 1.04552 5.47804
H 1.37896 -0.86486 4.14560
H 1.74917 -0.93006 2.43593
H 3.04126 -1.25093 3.65252
H 9.17762 1.84236 0.78187
H 7.80025 1.55293 1.84867
H 8.65377 0.18281 1.10598
H 8.89928 2.50571 -1.27870

Atoms 1-3, force components in eV/Å:
0.211 0.124 -0.041
-0.061 -0.286 -0.013
-0.007 -0.086 0.146

Let us look at the Löwdin charges, expressed in e, one per atom: -0.17 0.43 -0.17 -0.16 -0.12 -0.22 -0.27 -0.12 0.46 -0.15 -0.16 -0.15 -0.15 -0.16 -0.17 -0.12 0.04 0.04 0.03 0.05 0.01 0.04 0.04 0.03 0.04 0.04 0.03 0.03 0.04 0.04 0.03 0.04 0.03 0.04 0.13 0.08 0.11 0.11 0.12 0.10 0.12 0.10 -0.05 -0.26 -0.01 -0.20 -0.04 -0.13 -0.27 -0.03 -0.13 0.14 -0.14 -0.18 -0.01 0.01 -0.21 -0.02 0.01 -0.18 -0.03 -0.21 -0.04 0.00 0.08 0.09 0.09 0.12 0.09 0.07 0.09 0.13 0.07 0.09 0.09 0.12 0.10 0.13 0.09 0.10 0.10 0.14 0.09 0.10 0.10 0.14 0.10 0.10 0.10 0.08 0.08 0.08 0.12

=====

2.
Below is 5 unconnected molecules or ions with the total composition C34H56BClF5N6O7 at a distorted geometry, with properties calculated with wB97M-V/def2-TZVPD.

The HOMO energy is -0.3846 Ha. The total charge is +1. The calculation puts the orbital gap at 0.243 hartree.

Cartesian coordinates (Å):
C -3.99409 5.95690 -2.55497
O -3.03876 5.23025 -3.30014
C -3.27721 3.84321 -3.43045
C -2.29441 2.97553 -2.62949
C -2.85741 2.44166 -1.31368
C -3.07737 3.49965 -0.21607
C -1.84127 4.38512 0.08391
C -1.47463 4.38072 1.58483
C -0.04247 3.90436 1.90873
C 0.42679 2.65274 1.14016
C 0.05910 1.37488 1.80815
N -1.20407 1.25499 2.17571
N -1.80817 0.24860 2.76876
C -1.04226 -0.75278 3.06752
Cl -1.77790 -2.06931 3.84628
C 0.34188 -0.80107 2.72442
C 1.07535 -2.03221 3.10333
B 1.07546 -3.12694 1.91570
O 0.55177 -4.37491 2.15049
O 1.56348 -2.84140 0.65496
C 0.91075 0.27732 2.05929
C 2.36924 0.39904 1.62947
F 3.12252 -0.65677 1.96876
F 2.87112 1.45951 2.34928
C 2.57835 0.69560 0.14384
C 1.94317 -0.01257 -0.85121
C 2.16930 0.30573 -2.16710
C 3.00230 1.33164 -2.52972
C 3.62995 2.04476 -1.52350
C 4.54334 3.19092 -1.87159
F 4.15906 3.74963 -3.03699
F 4.48595 4.17015 -0.94998
F 5.81694 2.81346 -1.98492
C 3.43094 1.71716 -0.20825
H -3.56283 6.32250 -1.61734
H -4.29603 6.84008 -3.11559
H -4.88681 5.38147 -2.30708
H -4.31190 3.55474 -3.22991
H -3.09366 3.60092 -4.47888
H -2.09230 2.10350 -3.25477
H -1.34646 3.49346 -2.50180
H -2.26791 1.61129 -0.90891
H -3.83696 2.01414 -1.54283
H -3.88879 4.14118 -0.55486
H -3.45638 2.98875 0.67169
H -2.13354 5.39949 -0.17175
H -1.00114 4.14520 -0.56077
H -1.54365 5.40735 1.94064
H -2.20131 3.84031 2.19455
H 0.66057 4.72183 1.79128
H -0.02007 3.65262 2.97238
H 1.49088 2.72397 0.99714
H 0.00693 2.59065 0.13185
H -1.80600 2.04936 1.97335
H 2.08112 -1.83568 3.47282
H 0.56473 -2.53122 3.91721
H -0.41425 -4.38686 2.04567
H 0.83345 -2.96666 0.03577
H 1.26187 -0.80803 -0.60909
H 1.65386 -0.25278 -2.93659
H 3.19659 1.61426 -3.55255
H 3.97151 2.29689 0.52431
C -2.64746 -3.82466 -0.24991
O -1.95192 -4.05656 0.72980
N -3.93402 -3.46581 -0.20281
C -4.71094 -3.21155 -1.40226
C -4.58180 -3.32820 1.09497
H -2.25404 -3.90171 -1.27661
H -5.08137 -2.18527 -1.38864
H -5.56109 -3.89268 -1.44017
H -4.10322 -3.35594 -2.29330
H -4.06417 -2.57276 1.68825
H -4.53800 -4.27506 1.63227
H -5.62016 -3.03921 0.95781
C 4.07818 -2.99389 5.74967
O 3.47926 -2.69053 4.72866
N 4.53034 -2.11886 6.65732
C 5.23829 -2.54275 7.85273
C 4.30418 -0.70058 6.43426
H 4.29849 -4.04144 6.00536
H 4.69546 -2.21563 8.74083
H 6.23809 -2.10655 7.86553
H 5.32634 -3.62635 7.87257
H 3.23342 -0.50209 6.36764
H 4.76880 -0.39394 5.49644
H 4.72868 -0.12801 7.25415
C -7.67482 -5.67849 -0.79539
O -7.92656 -4.93244 0.13343
N -7.43916 -6.99648 -0.68772
C -7.13862 -7.82494 -1.84044
C -7.49042 -7.60777 0.63136
H -7.61570 -5.31242 -1.83594
H -7.88885 -8.61098 -1.93944
H -6.15589 -8.28508 -1.72184
H -7.13902 -7.22266 -2.74646
H -8.47821 -7.46348 1.06878
H -6.75550 -7.13901 1.28645
H -7.27996 -8.67074 0.55095
C 8.38035 1.72612 -6.20866
O 8.24392 0.67619 -5.61313
N 7.68329 2.84965 -5.94512
C 7.88261 4.07817 -6.68834
C 6.70123 2.81394 -4.87630
H 9.10253 1.84589 -7.03392
H 8.19907 4.87584 -6.01319
H 6.95180 4.37487 -7.17628
H 8.64795 3.93668 -7.44811
H 7.18979 2.55301 -3.94019
H 5.95034 2.05221 -5.09688
H 6.22022 3.78364 -4.77966

Atoms 1-3, force components in eV/Å:
0.116 0.442 0.203
-0.496 -0.130 0.307
0.875 -0.212 -0.467

These are the Löwdin partial charges, in e, on atoms 1 to 99: -0.11 -0.17 -0.22 -0.17 -0.21 -0.18 -0.17 -0.19 -0.14 -0.09 -0.10 0.11 0.12 -0.61 0.87 -0.09 -0.04 -0.62 0.16 0.16 0.05 -0.41 0.15 0.09 -0.12 0.00 -0.04 0.02 -0.09 -0.58 0.13 0.14 0.16 0.04 0.07 0.09 0.09 0.12 0.12 0.11 0.11 0.09 0.11 0.09 0.10 0.10 0.09 0.12 0.09 0.12 0.12 0.10 0.13 0.14 0.09 0.08 0.07 0.11 0.11 0.12 0.13 0.14 -0.33 -0.01 -0.18 -0.04 -0.02 0.14 0.10 0.07 0.09 0.07 0.10 0.09 -0.32 0.00 -0.19 -0.05 -0.03 0.14 0.09 0.09 0.09 0.09 0.09 0.09 -0.38 0.00 -0.20 -0.05 -0.03 0.13 0.09 0.09 0.08 0.10 0.09 0.09 -0.36

=====

3.
Below is a molecular structure, C34H56N2OP3Pb at a distorted geometry, with properties calculated with wB97M-V/def2-TZVPD.

The HOMO energy (alpha / beta) is -0.2559 / -0.2559 Ha. The total charge is +1. The calculation puts the orbital gap (alpha / beta) at 0.147 / 0.147 hartree.

Cartesian coordinates (Å):
C -1.69236 -1.65064 -1.89226
C 0.64392 -1.94629 -1.76291
C -1.82552 -2.60746 -2.88520
C 0.52193 -3.08674 -2.58517
C -0.68266 -3.39307 -3.21125
H -2.77826 -2.71340 -3.39007
H 1.43332 -3.67294 -2.80150
H -0.76626 -4.21271 -3.88951
N -0.54174 -1.43652 -1.23787
P -3.06712 -0.32147 0.19125
P 3.11369 -0.73618 -0.45221
C -2.80595 -0.64778 -1.58833
H -2.49793 0.32101 -2.02791
H -3.73142 -0.96122 -2.08708
C 1.93396 -1.34366 -1.73979
H 2.63046 -1.81732 -2.49034
C 4.50959 0.16490 -1.27552
C 3.44057 -1.68555 1.06663
C -3.94064 1.35154 0.19805
C -4.05717 -1.80705 0.73807
C 4.50357 1.62075 -0.73305
H 4.52964 1.63589 0.37146
H 5.39645 2.13882 -1.12596
H 3.59801 2.16523 -1.05570
C 5.87178 -0.51923 -0.96620
H 6.07776 -0.58715 0.11918
H 5.89990 -1.52471 -1.42646
H 6.66155 0.08109 -1.45719
C 4.32888 0.20852 -2.82146
H 5.25770 0.61267 -3.26201
H 4.15803 -0.79916 -3.23522
H 3.48521 0.86229 -3.09892
C 4.09852 -0.67161 2.03147
H 3.43573 0.20276 2.18097
H 4.28162 -1.19472 2.97582
H 5.05120 -0.29967 1.62990
C 2.07427 -2.22794 1.61952
H 1.56899 -1.45121 2.23477
H 1.38974 -2.53974 0.78663
H 2.30439 -3.11198 2.25470
C 4.35049 -2.90072 0.75066
H 5.34506 -2.59570 0.41087
H 4.47881 -3.45214 1.69331
H 3.90543 -3.54935 -0.02746
C -4.73577 -1.53834 2.08246
H -5.18749 -2.46987 2.44662
H -4.03345 -1.20197 2.84999
H -5.54144 -0.80629 2.00097
C -3.10114 -3.00603 0.90223
H -2.59504 -3.26101 -0.03762
H -2.33284 -2.84043 1.67126
H -3.69157 -3.88433 1.21053
C -5.11892 -2.19380 -0.31083
H -5.74076 -3.00489 0.10915
H -5.78480 -1.35485 -0.55738
H -4.65823 -2.57602 -1.23514
C -3.10955 2.39455 -0.58229
H -3.14812 2.21498 -1.66427
H -3.54458 3.39099 -0.40148
H -2.05395 2.42389 -0.27242
C -4.13068 1.84927 1.64070
H -3.17633 2.01032 2.16132
H -4.65024 2.81782 1.60994
H -4.73944 1.16833 2.24503
C -5.31863 1.19326 -0.47525
H -5.23144 0.79284 -1.50104
H -5.99799 0.55921 0.12117
H -5.78030 2.19490 -0.54926
Pb -0.62217 0.01666 1.46707
C -0.72870 -0.82740 4.23335
O -1.16845 -1.29623 5.22057
N 1.55497 0.13840 0.08307
C 1.60956 0.19239 -1.24735
C 1.19264 0.96952 -2.42497
C 0.81953 2.32388 -2.10398
C 1.21316 0.48664 -3.75472
C 0.49551 3.14694 -3.14907
H 0.74247 2.58007 -1.03158
C 0.79152 1.35604 -4.77515
H 1.48653 -0.57302 -3.97733
C 0.47416 2.73061 -4.47666
H 0.24436 4.20231 -2.89728
H 0.72344 0.97357 -5.79513
H 0.21798 3.38356 -5.29815
C 1.72938 2.15408 3.81754
P -0.03570 2.02983 3.38847
C -0.82731 2.25384 5.02290
C -0.37278 3.63376 2.56359
H 2.02440 1.31170 4.45766
H 1.92077 3.09535 4.35244
H 2.33910 2.12956 2.90366
H -0.69507 3.29736 5.34892
H -1.90362 2.03796 4.95656
H -0.38383 1.58748 5.77656
H -0.01882 4.47937 3.17833
H 0.14093 3.66347 1.58814
H -1.45442 3.74935 2.38144

Atoms 1-3, force components in eV/Å:
0.428 0.120 0.314
-3.568 -2.606 0.458
0.905 -0.507 -0.402

Let us look at the Löwdin charges, expressed in e, one per atom: -0.35 -0.28 -0.02 -0.03 -0.03 0.11 0.12 0.10 0.11 0.93 1.10 -0.26 0.09 0.08 -0.23 0.11 -0.59 -0.64 -0.70 -0.69 -0.06 0.07 0.10 0.08 -0.09 0.06 0.09 0.10 -0.06 0.10 0.08 0.07 -0.07 0.06 0.10 0.06 -0.09 0.01 0.08 0.10 -0.07 0.06 0.09 0.09 -0.09 0.09 0.08 0.07 -0.09 0.07 0.06 0.10 -0.08 0.10 0.07 0.08 -0.10 0.08 0.10 0.05 -0.10 0.05 0.10 0.07 -0.09 0.09 0.07 0.10 0.93 -0.15 0.02 -0.18 -0.53 -0.20 -0.05 -0.06 -0.12 0.09 -0.06 0.12 -0.08 0.11 0.10 0.09 -0.27 0.63 -0.28 -0.28 0.05 0.06 0.03 0.05 0.05 0.05 0.05 0.04 0.04

=====

4.
Below is 6 unconnected molecules or ions with the total composition C34H56N4O13PS2 at a distorted geometry, with properties calculated with wB97M-V/def2-TZVPD.

The HOMO energy is -0.3946 Ha. The total charge is +1. The calculation puts the orbital gap at 0.269 hartree.

Cartesian coordinates (Å):
N -2.74599 -3.80710 6.22788
P -1.78427 -2.67387 6.86819
N -0.50220 -2.20433 5.72737
C 0.90491 -2.35625 6.09570
O 1.41854 -2.85508 7.32964
C 1.78821 -1.89682 4.91791
N 0.77103 -1.52366 3.91894
C 1.23117 -1.00562 2.59466
C 2.38074 -1.86549 1.87410
C 3.56101 -0.80026 1.48936
O 3.09836 0.08316 0.40487
C -0.60853 -1.67400 4.36715
C -1.97914 -1.39267 3.60167
C -2.45850 0.16671 3.67241
C -1.31622 0.99691 2.91532
S -1.71790 2.77309 2.56928
C -0.58542 3.14366 1.10726
S -1.17118 2.84270 -0.44336
N 0.79188 3.64347 1.24464
C 1.40032 3.33181 2.57115
C 1.21107 4.48575 3.68774
O 1.47943 5.82914 3.19007
C 0.58800 6.09894 2.07414
C 0.93206 5.08537 0.87806
H -3.72340 -3.44773 6.21491
H -1.17377 -3.27160 8.04128
H -2.54373 -1.50276 7.26277
H 1.73431 -2.11883 7.90414
H 2.92559 -1.84433 4.81651
H 0.34040 -0.91609 1.88352
H 1.59071 0.08168 2.78258
H 1.94451 -2.19419 0.85220
H 2.77992 -2.74917 2.47643
H 4.53801 -1.32071 1.19771
H 3.69324 -0.09040 2.39858
H 2.66607 0.87405 0.81155
H -1.82741 -1.62880 2.47729
H -2.78881 -2.12081 3.96897
H -2.63748 0.52232 4.75705
H -3.47310 0.18732 3.11243
H -1.18119 0.49059 1.88103
H -0.36330 0.91012 3.56341
H 2.54527 3.25808 2.38940
H 1.08938 2.31876 2.99952
H 0.19492 4.46317 4.21437
H 2.03230 4.28782 4.48217
H -0.48208 5.88114 2.42949
H 0.72747 7.16213 1.68338
H 2.03694 5.26639 0.58814
H 0.32625 5.30566 -0.07793
O -0.94079 -1.89692 0.86502
C -1.48465 -1.61389 -0.18422
O -0.91959 -1.80112 -1.39946
C -1.78024 -1.26093 -2.41253
C -3.15257 -1.22243 -1.78558
C -2.83756 -0.97264 -0.32817
H -1.41757 -0.26484 -2.68354
H -1.75264 -1.89915 -3.29717
H -3.80691 -0.47053 -2.22826
H -3.63696 -2.19536 -1.89382
H -2.75188 0.09538 -0.10625
H -3.56925 -1.44573 0.32819
O 2.26823 -4.54336 -4.29359
C 2.95403 -3.94127 -3.50710
O 4.16360 -4.37776 -3.05950
C 4.65154 -3.47843 -2.05806
C 3.92904 -2.17585 -2.30816
C 2.59305 -2.63965 -2.84543
H 4.42495 -3.89742 -1.07244
H 5.73342 -3.37136 -2.15592
H 3.84974 -1.54937 -1.41776
H 4.45481 -1.60237 -3.07840
H 1.87607 -2.83366 -2.04365
H 2.18246 -1.93274 -3.56687
O 3.00009 0.82680 -6.26348
C 2.55880 -0.26548 -6.52050
O 1.50533 -0.83401 -5.87150
C 1.31735 -2.17155 -6.35234
C 1.96829 -2.19893 -7.71489
C 3.10480 -1.21168 -7.55461
H 1.79166 -2.86473 -5.65085
H 0.25056 -2.39676 -6.40436
H 2.29251 -3.19623 -8.01670
H 1.26581 -1.83004 -8.46918
H 4.00592 -1.68830 -7.16115
H 3.32001 -0.69133 -8.48779
O -5.75118 -2.34975 -1.27950
C -6.34270 -1.67383 -0.47540
O -6.20778 -0.32342 -0.37097
C -6.96459 0.14377 0.75186
C -8.00583 -0.92193 1.00051
C -7.28818 -2.18562 0.57641
H -6.28638 0.26925 1.60184
H -7.41575 1.10878 0.51475
H -8.36116 -0.94418 2.03213
H -8.86999 -0.75494 0.34987
H -6.70927 -2.62005 1.39527
H -7.97813 -2.91965 0.16046
O 3.04759 6.59850 -2.48222
C 2.61308 5.50657 -2.74655
O 1.55886 4.93057 -2.10374
C 1.37798 3.59628 -2.59007
C 2.03393 3.57678 -3.94992
C 3.16651 4.56694 -3.78252
H 1.85232 2.90171 -1.88946
H 0.31414 3.36762 -2.64749
H 2.36285 2.58155 -4.25448
H 1.33261 3.94596 -4.70512
H 4.06793 4.09196 -3.38777
H 3.38331 5.09147 -4.71294

Atoms 1-3, force components in eV/Å:
0.627 2.369 0.920
-3.396 -2.769 -0.788
3.014 0.950 -1.046

These are the Löwdin partial charges, in e, on atoms 1 to 99: -0.30 0.77 -0.11 -0.22 0.00 0.11 -0.02 -0.15 -0.11 -0.22 -0.12 -0.06 -0.10 -0.20 -0.50 0.81 -0.94 0.69 -0.19 -0.17 -0.18 -0.17 -0.15 -0.15 -0.02 0.04 0.02 0.14 0.15 0.09 0.12 0.12 0.12 0.13 0.12 0.08 0.09 0.12 0.12 0.12 0.07 0.07 0.14 0.08 0.11 0.14 0.13 0.15 0.15 0.12 0.03 -0.42 0.05 -0.13 -0.16 -0.07 0.13 0.13 0.13 0.11 0.11 0.12 0.11 -0.47 0.04 -0.16 -0.15 -0.07 0.12 0.13 0.09 0.13 0.13 0.11 0.11 -0.48 0.01 -0.16 -0.15 -0.08 0.09 0.13 0.12 0.12 0.14 0.13 0.11 -0.47 0.02 -0.16 -0.16 -0.08 0.12 0.13 0.12 0.13 0.13 0.13 0.12